Computed, not measured: a molecular structure, C9H22O9RbS2 at a distorted geometry, with the ωB97M-V functional and the def2-TZVPD basis.

Element x y z (Å)
Rb  0.23539  -0.03100  -0.03190
C  0.68060  4.58443  -2.25054
O  -0.04428  3.53012  -1.65194
C  -0.54666  2.40687  -2.39381
O  -1.27469  1.57375  -1.85955
O  -0.04617  2.36081  -3.65733
C  -0.26107  1.20985  -4.38363
H  1.01898  5.31351  -1.51430
H  0.01639  5.01127  -3.00204
H  1.53016  4.13349  -2.76337
H  0.43155  1.37894  -5.20812
H  -1.28543  1.17427  -4.75445
H  -0.05365  0.28292  -3.84895
O  -1.23469  1.58742  1.63690
S  -1.90497  2.65221  2.44205
O  -2.44365  3.86242  1.89601
O  -3.10460  1.93188  3.33347
C  -3.02669  0.60372  3.82783
C  -4.41524  0.23972  4.33665
C  -0.78134  3.00323  3.78668
H  -2.38331  0.66123  4.70582
H  -2.61351  -0.09353  3.09897
H  -5.20883  0.22385  3.58962
H  -4.70677  0.80658  5.22083
H  -4.38641  -0.80790  4.63627
H  -0.29307  2.07932  4.09665
H  -1.38240  3.38686  4.61109
H  0.04471  3.61849  3.43002
O  1.57090  -1.63465  -2.01006
S  2.56541  -2.67410  -2.26648
O  3.98362  -2.40125  -2.34324
O  2.29577  -3.87229  -1.15726
C  2.69919  -3.65481  0.19931
C  2.67575  -4.94797  0.98917
C  2.06880  -3.74727  -3.68913
H  2.10306  -2.92528  0.74750
H  3.65686  -3.14927  0.32335
H  1.65876  -5.33181  1.06977
H  3.03670  -4.73568  1.99552
H  3.21006  -5.78537  0.54042
H  2.42964  -3.29722  -4.61398
H  0.98310  -3.79702  -3.60622
H  2.50202  -4.73084  -3.50740

Atoms 1-2, force components in eV/Å:
-0.573 0.655 0.128
0.176 -0.388 -1.738

## Properties
- HOMO (spin up / spin down): -15.6 / -15.6 eV
- Molecular weight: 423.868 g mol⁻¹
- Spin multiplicity: 2
- Gap between HOMO and LUMO (spin up / spin down): 9.251 / 2.037 eV
- Total charge: +2
- Expectation value of S²: 0.7567
- Lowest unoccupied orbital energy (spin up / spin down): -6.301 / -13.515 eV